1.
Molecular formula: CH4N2O2S
Method: DFT, ωB97M-V/def2-TZVPD

Geometry (Å):
C (0.12737, -0.10291, -0.66745)
N (1.32154, -1.52254, -2.06425)
N (-0.55348, -0.28686, 0.56057)
O (1.31005, -2.50978, -2.71604)
O (0.16515, -1.33277, -1.25375)
S (1.75026, 0.72347, -0.56984)
H (-0.94796, 0.75936, -1.61394)
H (-1.29854, 0.38000, 0.73301)
H (-0.97454, -1.19516, 0.49787)
H (2.15572, 0.37616, -1.73367)

Output
Spin multiplicity ... 1
F_max ... 0.08290 Eh/bohr
E_LUMO ... -0.0217 Eh
Orbital gap ... 0.3109 hartree
HOMO level ... -9.1 eV



2.
Molecular formula: CH4N2O2S
Method: DFT, ωB97M-V/def2-TZVPD

Geometry (Å):
C (-1.92131, -1.49280, 0.02463)
N (0.74347, 2.56015, -0.05794)
N (1.45792, 1.62749, -0.14811)
O (1.42081, -0.59694, 1.27971)
O (1.79614, -0.80087, -1.19929)
S (0.99550, -0.30390, -0.08624)
H (-1.94746, -0.65938, -0.64053)
H (-1.94461, -2.54425, -0.20883)
H (-1.90103, -1.32251, 1.03570)
H (1.30056, 3.53300, 0.00090)

Output
Spin multiplicity ... 1
F_max ... 0.05175 Eh/bohr
E_LUMO (spin up / spin down) ... -0.0818 / -0.0160 Eh
Orbital gap (spin up / spin down) ... 0.2453 / 0.3328 hartree
HOMO level (spin up / spin down) ... -8.9 / -9.5 eV



3.
Molecular formula: CH4N2O2S
Method: DFT, ωB97M-V/def2-TZVPD

Geometry (Å):
C (0.09849, 0.80373, 1.21994)
N (-1.20590, -0.39373, -1.34877)
N (0.05650, -0.52405, 0.68905)
O (0.87731, -1.97322, -1.36404)
O (1.14398, 0.54725, -1.33556)
S (0.34170, -0.64674, -1.02257)
H (-0.97605, 1.09674, 1.62841)
H (0.94261, 0.72032, 1.99387)
H (0.53640, 1.51915, 0.50488)
H (-1.81503, -1.14944, -0.96521)

Output
Spin multiplicity ... 1
F_max ... 0.07373 Eh/bohr
E_LUMO (spin up / spin down) ... -0.0839 / -0.1145 Eh
Orbital gap (spin up / spin down) ... 0.3227 / 0.2926 hartree
HOMO level (spin up / spin down) ... -11.1 / -11.1 eV



4.
Molecular formula: CH4N2O3
Method: DFT, ωB97M-V/def2-TZVPD

Geometry (Å):
O (2.12462, 0.26366, 1.55224)
C (1.00674, 0.08865, 1.86595)
O (-0.01537, 0.10480, 2.40890)
N (-1.30314, 0.49881, -1.01043)
N (-0.79604, -0.74267, -0.82495)
O (0.54171, -0.76966, -0.11310)
H (-0.72899, 1.15310, -1.54807)
H (-1.59689, 0.90514, -0.12776)
H (-0.61211, -1.18286, -1.72750)
H (1.37947, -0.31898, -0.47527)

Output
Spin multiplicity ... 1
F_max ... 0.04273 Eh/bohr
E_LUMO ... 0.0206 Eh
Orbital gap ... 0.3981 hartree
HOMO level ... -10.3 eV
SMILES ... O=C=O.NNO